Formula: C28H47BrNO3P3Ti
Source: the OMol25 dataset
Level of theory: ωB97M-V/def2-TZVPD

Output
Lowest unoccupied orbital energy (spin up / spin down): -0.2704 / -0.3056 hartree
Total energy: -158435.339 eV
2S+1: 3
Net charge: +2
Strongest force on any atom: 0.102 hartree/bohr
HOMO-LUMO gap (spin up / spin down): 0.235 / 0.202 Eh

Geometry as XYZ:
```
84
Properties=species:S:1:pos:R:3:forces:R:3:lowdin_charge:R:1
C 3.03474 4.77495 -0.81494 -0.2 0.1 -0.7 0.001
C 1.88294 4.32685 -1.48493 0.7 0.0 0.1 -0.262
C 1.84817 4.09434 -2.86195 0.6 0.6 -0.1 -0.008
C 3.03076 4.38174 -3.55390 -0.3 -0.2 0.5 -0.113
N 4.13256 4.82589 -2.94439 0.1 0.1 0.0 0.085
C 4.13717 5.03834 -1.62298 -0.3 -0.3 0.2 -0.110
C 0.75953 4.00420 -0.71627 -2.1 -0.8 1.3 0.042
C -0.20410 3.62264 -0.07868 0.0 -0.1 -0.4 0.078
C -1.33885 2.94764 0.49955 0.5 -0.7 -0.6 -0.162
C -1.12695 1.86962 1.41988 0.2 1.2 0.9 -0.124
C -2.25981 1.45404 2.16259 -1.8 1.1 -1.6 -0.309
C -3.29273 1.33459 1.14493 -0.4 1.2 2.0 -0.352
C -3.67891 2.22922 0.20548 1.0 0.4 0.7 -0.004
C -2.64497 3.18494 0.07511 -0.5 1.1 -1.1 0.026
Ti -2.22266 -0.31374 1.23484 2.3 -3.8 -2.9 0.517
P 1.00694 -0.22103 0.15826 1.3 0.2 -0.1 0.972
H 0.93532 3.76834 -3.36952 0.4 0.1 0.2 0.126
H 3.01970 4.95748 0.26743 0.1 -0.1 -0.6 0.129
H 3.07031 4.21795 -4.63105 0.2 0.2 0.2 0.118
H 5.04326 5.41190 -1.14909 0.0 0.0 -0.4 0.118
H -2.87261 4.07416 -0.48635 0.2 0.2 -0.3 0.138
H -0.14711 1.51678 1.67865 0.5 0.7 0.4 0.032
H -4.62006 2.23253 -0.31759 0.0 0.0 -0.3 0.141
H -2.56244 1.43025 3.20236 0.4 -0.4 -0.1 0.116
C 1.83035 -1.86325 0.37083 -0.3 -0.2 0.2 -0.406
C 3.02331 -2.31827 -0.46607 0.5 -0.3 -0.2 -0.129
H 1.02716 -2.59692 0.24486 0.0 -0.1 0.1 0.049
H 2.10627 -1.89415 1.42839 -0.1 0.0 0.0 0.061
H 3.27222 -3.35222 -0.17986 -0.1 0.3 0.0 0.089
H 2.83085 -2.34852 -1.54528 -0.1 0.1 0.2 0.073
H 3.93751 -1.73294 -0.29791 -0.4 -0.1 -0.1 0.067
C 1.32801 0.24128 -1.60337 -0.7 0.0 -0.2 -0.379
C 2.72839 0.64526 -2.07052 0.3 0.1 -0.1 -0.125
H 0.63758 1.07684 -1.79649 0.1 -0.2 -0.1 0.067
H 0.98027 -0.61216 -2.20358 0.0 0.3 0.1 0.045
H 2.68813 0.85098 -3.14904 0.0 -0.1 0.2 0.088
H 3.07873 1.57368 -1.60062 -0.1 -0.3 0.0 0.063
H 3.47918 -0.14353 -1.91816 -0.3 0.3 0.0 0.064
C 2.16844 0.93319 1.05159 -0.5 0.0 0.1 -0.385
C 3.65966 0.62255 1.04375 0.5 0.1 0.0 -0.120
H 1.82907 0.91517 2.09213 0.1 0.3 -0.2 0.043
H 1.97371 1.93528 0.65018 0.0 -0.1 0.0 0.064
H 4.18929 1.40728 1.60096 -0.1 -0.2 -0.1 0.090
H 3.89921 -0.32729 1.53795 -0.2 0.2 -0.1 0.076
H 4.09412 0.60848 0.03816 -0.1 -0.1 0.4 0.056
Br -4.50513 -0.88802 1.16632 -1.0 0.1 0.8 0.644
P -1.89976 -1.72093 -1.30043 -0.6 0.9 0.4 0.943
C -0.73095 -2.56850 -2.46473 0.3 0.2 0.3 -0.387
C -1.21579 -3.85957 -3.10945 -0.3 -0.4 -0.2 -0.121
H 0.16443 -2.76783 -1.86309 0.0 0.0 -0.2 0.053
H -0.42897 -1.85757 -3.24415 -0.2 0.0 0.3 0.082
H -0.42904 -4.27438 -3.75316 -0.1 0.1 0.2 0.093
H -1.45636 -4.62279 -2.36182 0.0 0.1 -0.2 0.072
H -2.09778 -3.71175 -3.74567 0.2 0.0 0.2 0.073
C -2.90881 -3.02264 -0.49606 -0.3 -0.4 0.4 -0.479
C -4.31639 -3.26963 -1.05051 -0.2 -0.4 0.0 -0.160
H -3.02650 -2.71960 0.56847 0.3 -0.5 -0.7 -0.036
H -2.32893 -3.95082 -0.46083 0.0 0.1 -0.2 0.082
H -4.82344 -4.02615 -0.43526 0.1 0.2 -0.1 0.093
H -4.94580 -2.37117 -1.02370 0.3 -0.2 -0.1 0.025
H -4.29911 -3.65372 -2.07610 0.1 0.1 0.2 0.075
C -2.98943 -0.62153 -2.32484 0.4 -0.2 0.3 -0.403
C -3.36877 -1.13447 -3.70019 -0.3 0.1 -0.4 -0.129
H -2.41789 0.31394 -2.39648 -0.1 -0.1 -0.1 0.074
H -3.86454 -0.37448 -1.71452 0.0 -0.1 -0.1 0.048
H -3.99822 -0.38672 -4.19450 0.1 -0.1 0.0 0.088
H -2.48772 -1.29056 -4.33030 -0.2 0.0 0.1 0.076
H -3.94798 -2.06308 -3.65825 0.2 0.2 0.0 0.068
C -0.76402 1.51638 4.63529 0.0 -0.6 0.1 -0.045
O -1.02743 0.06369 4.42345 -0.3 0.9 -0.2 -0.310
P -0.55657 -0.80987 3.16359 2.7 -0.6 2.6 0.783
O 1.11211 -0.66122 3.34543 -2.0 -0.1 -1.0 -0.378
C 1.63162 -0.61009 4.69723 0.0 -0.2 0.4 -0.064
O -0.80856 -2.27699 3.76585 -0.6 1.2 -0.2 -0.298
C -0.15637 -3.49173 3.41627 0.3 -0.9 -0.1 -0.081
H -1.70735 2.07081 4.58949 0.3 -0.3 0.2 0.089
H -0.06970 1.97903 3.90946 -0.2 -0.6 0.3 0.102
H -0.36645 1.59232 5.64486 0.0 0.0 -0.1 0.106
H 2.67704 -0.92921 4.66400 -0.2 0.1 -0.2 0.107
H 1.58236 0.41418 5.08668 0.0 -0.3 -0.1 0.086
H 1.06801 -1.28953 5.35083 0.2 0.2 -0.1 0.101
H 0.92544 -3.44931 3.55658 -0.1 0.3 0.0 0.093
H -0.54412 -4.26166 4.08889 0.0 0.2 -0.1 0.108
H -0.36480 -3.79916 2.38598 -0.1 0.2 0.1 0.084
```
Positions in Å, forces in eV/Å.



Formula: C56H46N9OSb2Zn
Source: the OMol25 dataset
Level of theory: ωB97M-V/def2-TZVPD

Output
Lowest unoccupied orbital energy: -0.0882 hartree
Total energy: -135762.179 eV
Net charge: +1
Strongest force on any atom: 0.014 hartree/bohr
HOMO-LUMO gap: 0.281 Eh

Geometry as XYZ:
```
115
Properties=species:S:1:pos:R:3:forces:R:3:lowdin_charge:R:1
Zn 1.49770 -0.37666 0.48547 0.3 -0.5 0.1 0.652
C 6.82357 0.00285 -0.10772 0.4 -0.2 0.1 -0.052
N 5.52460 0.00369 0.54769 -0.2 -0.1 -0.2 -0.110
C 4.44658 -0.71725 0.24632 0.1 0.0 0.1 -0.155
N 3.55068 -0.60364 1.21458 -0.2 0.0 0.1 0.012
C 4.15368 0.23966 2.09928 0.0 -0.2 0.0 -0.184
N 5.35161 0.61150 1.73355 0.1 0.1 0.2 0.151
C 7.74334 -1.01258 0.55222 -0.1 0.0 0.0 -0.188
C 9.05813 -0.71643 0.88098 0.0 0.1 -0.1 -0.020
C 9.84049 -1.65469 1.54438 0.0 0.0 0.0 -0.045
C 9.31540 -2.87960 1.91964 0.0 -0.1 0.0 0.000
C 7.99984 -3.18443 1.58216 -0.2 0.3 -0.2 -0.128
C 7.23550 -2.25822 0.88146 0.1 0.0 0.0 0.025
C 7.35115 -4.41773 1.99919 0.0 -0.6 0.4 -0.274
N 7.78617 -5.36845 2.75936 0.4 0.5 -0.2 0.127
N 6.75546 -6.25181 2.92873 -0.6 -0.3 -0.1 0.124
C 5.74830 -5.79067 2.25950 0.7 -0.1 0.3 -0.286
O 6.05722 -4.63005 1.63803 -0.2 0.2 -0.2 0.120
C 4.40910 -6.34876 2.15645 -0.3 0.0 -0.1 -0.128
C 4.06087 -7.43184 2.96000 0.1 0.1 0.0 -0.002
C 2.78155 -7.95191 2.88245 0.0 0.0 0.0 -0.045
C 1.85346 -7.40089 2.01183 -0.1 0.0 0.0 -0.029
C 2.19836 -6.33012 1.19451 0.0 0.1 0.0 -0.197
C 1.17462 -5.83691 0.19438 0.0 -0.4 0.1 -0.061
N 1.32468 -4.44356 -0.19504 0.2 0.3 0.3 -0.092
C 1.41186 -3.36336 0.57602 -0.2 -0.1 -0.2 -0.099
N 1.46081 -2.28627 -0.19896 -0.1 0.2 0.0 0.019
C 1.42335 -2.79020 -1.46666 0.0 0.1 0.0 -0.173
N 1.35184 -4.09166 -1.49311 -0.1 -0.1 -0.3 0.147
C 3.47905 -5.80222 1.27267 0.1 0.0 0.0 0.027
H 7.24055 1.00390 -0.02881 -0.1 0.0 0.0 0.133
H 6.66605 -0.23484 -1.15979 -0.1 0.1 0.0 0.138
H 4.33284 -1.29536 -0.65713 0.1 0.0 0.0 0.143
H 3.70044 0.56015 3.02238 0.0 0.1 0.0 0.122
H 9.47526 0.25059 0.62669 0.0 0.0 0.0 0.119
H 10.86682 -1.41655 1.78837 0.0 0.0 0.0 0.114
H 9.90119 -3.59750 2.47755 0.0 0.0 0.0 0.124
H 6.22011 -2.52347 0.62540 -0.1 0.0 0.0 0.108
H 4.80021 -7.83693 3.63706 0.0 0.0 0.0 0.122
H 2.50248 -8.79143 3.50456 0.0 0.0 0.0 0.115
H 0.85237 -7.81299 1.95724 0.0 0.0 0.0 0.120
H 0.16914 -5.98264 0.59212 0.0 0.0 -0.1 0.130
H 1.25047 -6.40886 -0.72946 0.0 0.1 0.0 0.142
H 1.43638 -3.36869 1.65055 0.0 -0.1 0.1 0.140
H 1.45262 -2.18165 -2.35538 0.0 0.0 0.0 0.128
H 3.77574 -4.97277 0.64178 0.0 0.0 0.0 0.121
C -1.95664 -0.64716 -1.81504 -0.2 0.1 0.1 -0.388
C -2.33967 0.70571 -2.42269 0.0 0.0 0.0 -0.379
C -2.00062 1.91430 -1.55406 -0.1 -0.1 0.0 -0.390
Sb -3.37990 2.19235 0.10144 0.0 0.6 -0.1 1.398
C -4.85728 3.00676 -1.22488 0.1 -0.1 0.2 -0.403
C -4.63279 4.22727 -1.85454 0.0 0.0 0.0 -0.129
C -5.54718 4.71576 -2.77590 0.0 0.0 0.0 -0.080
C -6.69249 3.98863 -3.07201 0.0 0.0 0.0 -0.084
C -6.92681 2.77687 -2.44025 0.0 0.0 0.0 -0.088
C -6.01066 2.28661 -1.51832 0.0 0.0 0.0 -0.147
C -2.55143 4.06655 0.76401 0.0 -0.3 0.0 -0.411
C -1.23960 4.43016 0.47696 0.0 0.0 -0.1 -0.130
C -0.70114 5.59592 1.00727 0.0 0.0 0.0 -0.079
C -1.47400 6.40579 1.82594 0.0 0.0 0.0 -0.080
C -2.78362 6.04796 2.12063 0.0 0.0 0.0 -0.082
C -3.31584 4.87841 1.59917 0.0 0.0 -0.1 -0.141
Sb -3.22319 -1.30821 -0.17030 0.3 -0.5 -0.1 1.417
C -3.09080 -3.45110 -0.51601 -0.2 0.3 0.0 -0.412
C -3.97395 -4.22621 0.23680 0.1 0.0 0.0 -0.170
C -4.00627 -5.60659 0.09901 0.0 0.0 0.0 -0.081
C -3.15168 -6.23143 -0.79848 0.0 0.0 0.0 -0.086
C -2.27784 -5.47047 -1.56208 0.0 0.0 0.0 -0.095
C -2.25613 -4.08802 -1.42641 0.1 0.1 0.1 -0.135
C -1.63095 -1.41216 1.32342 0.0 0.1 0.0 -0.359
C -0.78426 -0.33224 1.62312 -0.2 0.1 0.1 -0.199
C 0.14051 -0.40152 2.67380 0.0 0.2 -0.1 -0.133
C 0.22621 -1.55212 3.45122 0.1 -0.1 0.1 -0.082
C -0.61634 -2.61551 3.17886 0.0 0.0 0.0 -0.082
C -1.52359 -2.54586 2.12476 -0.1 0.0 0.0 -0.112
H -0.92455 -0.62808 -1.45831 0.1 0.0 0.0 0.027
H -2.03939 -1.42362 -2.57863 0.0 0.0 0.1 0.046
H -3.40564 0.71508 -2.67670 0.0 0.0 0.0 0.092
H -1.80401 0.80621 -3.37316 0.0 0.0 0.0 0.109
H -2.06397 2.82907 -2.14574 0.0 0.0 0.1 0.060
H -0.98136 1.83026 -1.18394 0.2 0.0 0.1 0.024
H -3.74396 4.80122 -1.61485 0.0 0.0 0.0 0.096
H -5.36726 5.66712 -3.26061 0.0 0.0 0.0 0.106
H -7.40443 4.36994 -3.79236 0.0 0.0 0.0 0.105
H -7.82615 2.21619 -2.66129 0.0 0.0 0.0 0.104
H -6.19956 1.33866 -1.02571 0.0 0.0 0.0 0.087
H -0.63285 3.80871 -0.17271 0.1 0.0 0.0 0.068
H 0.32550 5.86584 0.78687 -0.1 0.0 0.0 0.086
H -1.05636 7.31790 2.23235 0.0 0.0 0.0 0.106
H -3.38155 6.68112 2.76351 0.0 0.0 0.0 0.106
H -4.33686 4.59426 1.83186 0.0 0.1 0.1 0.097
H -4.64630 -3.74220 0.93887 -0.1 -0.1 0.0 0.091
H -4.71197 -6.18860 0.67810 0.0 0.0 0.0 0.108
H -3.17840 -7.30729 -0.91392 0.0 0.0 0.0 0.106
H -1.62417 -5.94810 -2.28189 0.0 0.0 0.0 0.105
H -1.57861 -3.51139 -2.04293 0.1 0.0 0.0 0.075
H -0.93682 0.62862 1.14323 0.1 0.0 -0.2 0.061
H 0.69751 0.48830 2.95165 0.0 0.0 -0.1 0.113
H 0.91288 -1.59516 4.28711 0.0 0.0 0.0 0.116
H -0.58408 -3.49923 3.80534 0.0 0.0 0.0 0.117
H -2.19084 -3.38231 1.94925 0.1 0.0 0.0 0.089
N 4.37140 8.98028 0.29108 0.0 -0.1 0.0 0.171
C 4.05831 7.88191 0.16384 0.1 0.3 0.0 -0.179
C 3.65874 6.51373 0.02839 -0.1 -0.3 0.0 -0.225
C 4.26787 5.53630 0.81642 0.0 0.0 0.0 -0.012
C 3.84421 4.22438 0.73133 0.0 0.1 -0.1 -0.015
C 2.80292 3.87446 -0.13547 0.1 0.1 0.1 -0.247
C 2.22028 4.85197 -0.94382 0.0 -0.1 0.0 -0.036
C 2.64256 6.16522 -0.86021 0.1 0.0 0.0 -0.023
C 2.31314 2.53002 -0.12926 -0.2 -0.1 -0.1 -0.132
C 1.84777 1.41144 -0.06369 -0.2 0.2 -0.2 -0.091
H 5.06321 5.81366 1.49460 0.0 0.0 0.0 0.124
H 4.31189 3.46302 1.34081 0.0 0.0 0.0 0.105
H 1.42806 4.57851 -1.62779 0.0 0.0 0.0 0.122
H 2.18471 6.92850 -1.47414 0.0 0.0 0.0 0.127
```
Positions in Å, forces in eV/Å.



Formula: C9H14
Source: the OMol25 dataset
Level of theory: ωB97M-V/def2-TZVPD

Output
Lowest unoccupied orbital energy (spin up / spin down): 0.1339 / 0.1282 hartree
Total energy: -9558.491 eV
2S+1: 2
Net charge: -1
Strongest force on any atom: 0.031 hartree/bohr
HOMO-LUMO gap (spin up / spin down): 0.093 / 0.266 Eh

Geometry as XYZ:
```
23
Properties=species:S:1:pos:R:3:forces:R:3:lowdin_charge:R:1
C -1.45748 1.58566 -0.77808 -0.4 0.0 -0.6 -0.159
C 1.54540 -1.24848 -2.04021 -0.3 0.2 -0.1 -0.183
C 0.76810 -0.55223 -3.02103 -0.1 0.0 0.3 -0.178
C 1.31263 -1.00632 -0.69333 0.3 -0.1 -0.9 -0.190
C -0.25142 0.30709 -2.61928 -0.1 0.1 1.1 -0.141
C 0.29039 -0.14738 -0.28124 0.6 0.1 0.0 -0.131
C -0.51709 0.52771 -1.26805 0.0 -0.2 0.3 -0.344
H 2.30229 -1.94912 -2.38549 0.0 0.1 0.2 0.060
H 0.95272 -0.69288 -4.06003 0.1 -0.2 -0.7 0.044
H 2.01794 -1.45816 -0.00423 -0.3 -0.1 0.4 0.073
H -0.91510 0.82116 -3.30620 0.3 0.1 -0.4 0.080
H 0.12737 -0.04697 0.78153 -0.2 0.2 -0.1 0.031
H -2.26100 1.18366 -0.16983 0.0 -0.1 0.4 0.053
H -1.98038 2.08434 -1.60615 0.2 0.0 0.0 0.050
H -0.94430 2.36655 -0.18701 0.1 -0.1 0.0 0.038
C -0.21483 -0.41765 3.60827 -0.6 -0.6 1.3 -0.189
C -0.85809 0.50123 4.65410 0.5 0.5 0.3 -0.213
H 0.49166 -1.04452 4.16935 0.4 0.3 -0.5 0.057
H -0.92825 -1.16606 3.25492 -0.1 0.4 -0.5 0.061
H 0.24092 0.15423 2.80695 0.1 -0.2 0.0 0.031
H -1.47689 1.29547 4.24094 -0.1 -0.1 -0.2 0.047
H -0.05236 1.01812 5.19799 -0.2 0.0 -0.1 0.053
H -1.44403 -0.01066 5.42156 0.0 -0.2 -0.2 0.051
```
Positions in Å, forces in eV/Å.



Formula: C3H8NO2
Source: the OMol25 dataset
Level of theory: ωB97M-V/def2-TZVPD

Output
Lowest unoccupied orbital energy: 0.1532 hartree
Total energy: -8824.349 eV
Net charge: -1
Strongest force on any atom: 0.072 hartree/bohr
HOMO-LUMO gap: 0.240 Eh

Geometry as XYZ:
```
14
Properties=species:S:1:pos:R:3:forces:R:3:lowdin_charge:R:1
N -1.43847 0.30022 0.12254 0.7 0.9 0.0 -0.002
C -0.15020 -0.01073 -0.49468 1.4 -1.1 3.2 -0.345
C 1.01095 0.95246 0.08709 -0.1 -1.5 -2.8 -0.236
O 0.53282 2.27948 0.14028 1.9 0.5 -0.2 -0.093
C 0.25571 -1.38693 0.18061 0.0 -2.0 -2.3 -0.572
O 1.51794 -1.67665 -0.09209 0.4 -0.1 0.8 -0.339
H -1.72515 -0.51606 0.66131 -0.3 0.3 -0.3 0.049
H -2.05503 0.54975 -0.60655 -1.3 0.0 -0.4 0.042
H -0.18388 -0.13549 -1.58300 0.1 0.3 0.3 0.129
H 1.84191 0.85779 -0.64713 -0.3 0.1 0.9 0.112
H 1.26950 0.54266 1.04992 0.3 0.1 0.4 0.097
H -0.32922 1.95954 0.22841 -3.3 0.7 0.7 -0.012
H -0.42335 -2.22280 -0.33121 -0.1 1.0 0.5 0.081
H -0.12352 -1.49324 1.28450 0.5 0.9 -0.7 0.090
```
Positions in Å, forces in eV/Å.



Which energy relative to the best compared isomer or geometry (same formula, charge and spin) belongs to each record? In order, 4.454; 0.000; 0.306; 3.444 eV.